[1]
53
Properties=species:S:1:pos:R:3:forces:R:3 method="wB97M-V/def2-TZVPD" e_lumo_ev="4.80 / 4.78" total_charge=-2 multiplicity=1 energy_ha=-2144.00830
Bi -0.113 -0.740 0.801 0.069 1.107 -1.339
C 2.286 0.472 1.539 0.139 0.606 -0.833
C 2.831 -0.427 0.545 -0.160 0.231 0.563
C 2.842 0.256 -0.685 0.453 -0.220 -0.615
H 3.237 -1.425 0.751 -0.188 0.434 -0.130
C 2.312 1.548 -0.501 -0.030 0.253 0.235
C 1.958 1.702 0.862 0.561 -1.126 0.212
H 1.570 2.597 1.337 -0.066 -0.203 -0.106
H 2.261 0.309 2.612 -0.092 -0.023 -0.214
H 3.259 -0.138 -1.635 -0.500 0.231 0.725
H 2.239 2.332 -1.269 -0.110 -0.508 0.362
C -2.530 0.368 0.974 0.278 0.329 -0.049
C -1.876 1.591 1.378 0.007 0.429 -0.924
C -1.577 2.341 0.206 -0.993 -1.420 0.447
H -1.725 1.918 2.400 0.166 -0.242 -0.252
C -2.084 1.613 -0.919 -0.186 -0.138 0.743
C -2.665 0.414 -0.452 -0.179 0.317 -0.398
H -3.189 -0.332 -1.067 0.468 0.341 0.348
H -2.997 -0.360 1.646 0.182 0.308 -0.260
H -1.102 3.305 0.168 0.172 0.095 0.034
H -2.078 1.976 -1.944 0.148 -0.220 0.185
O -0.076 -1.255 -1.504 0.937 -2.336 0.535
C -0.284 -0.567 -3.467 1.001 -1.541 -2.014
C 0.446 -1.922 -3.699 -0.764 1.569 -1.333
C 0.512 0.652 -3.543 0.633 0.854 0.213
C -1.714 -0.543 -3.753 -0.989 -0.099 0.146
C 0.581 -2.357 -2.289 -0.716 1.052 2.936
H 1.413 -1.771 -4.230 -0.440 -0.108 0.339
H -0.178 -2.600 -4.323 0.314 0.271 0.333
H 0.057 -3.290 -2.064 0.101 -0.149 -0.018
H 1.619 -2.435 -1.957 0.120 -0.150 0.021
H 0.476 1.094 -4.570 0.059 0.046 0.199
H 1.587 0.486 -3.282 -0.886 0.092 -0.150
H 0.115 1.406 -2.835 0.252 -0.166 -0.286
H -1.912 -0.364 -4.839 -0.110 -0.018 0.196
H -2.199 0.262 -3.177 -0.020 -0.279 -0.301
H -2.210 -1.506 -3.472 0.348 0.699 -0.196
O -1.089 1.496 4.369 1.812 -1.460 1.010
S -0.213 0.316 4.608 -6.124 -0.917 -3.455
O 1.103 0.519 4.997 3.699 0.931 1.464
N -0.276 -0.679 3.237 0.743 0.995 0.911
C -0.734 -1.923 3.493 -0.469 0.795 1.751
S -0.830 -2.979 2.162 -0.009 -0.849 -0.772
C -1.247 -2.079 4.828 0.418 0.089 -1.480
C -2.001 -3.125 5.370 -0.463 -0.519 0.795
C -2.639 -2.942 6.596 0.508 -0.149 -0.848
C -2.520 -1.714 7.278 -0.378 0.117 0.767
C -1.746 -0.682 6.756 0.237 0.401 0.098
C -1.104 -0.878 5.553 0.052 0.467 0.751
H -2.074 -4.054 4.801 -0.138 0.206 0.213
H -3.241 -3.745 7.019 0.083 0.142 -0.059
H -3.052 -1.573 8.226 0.232 -0.038 -0.357
H -1.639 0.289 7.262 -0.184 -0.531 -0.145

=====

[2]
55
Properties=species:S:1:pos:R:3:forces:R:3 method="wB97M-V/def2-TZVPD" relative_energy_kj_mol=150.7 e_lumo_ev=-8.06 total_charge=+2 multiplicity=1 energy_ha=-4374.54362
Pt -0.422 0.614 -0.003 0.583 1.474 1.900
C 2.257 1.397 -2.057 0.022 0.012 -0.086
O 0.821 1.512 -1.935 0.078 -0.054 0.229
C 0.332 2.673 -2.596 -0.039 -0.059 -0.121
C -1.172 2.644 -2.503 -0.135 0.101 -0.071
O -1.635 2.382 -1.170 0.271 -0.350 -0.551
C -1.773 3.488 -0.281 -0.276 -0.085 0.064
C -0.489 3.787 0.418 -0.022 0.225 0.047
O -0.029 2.572 1.044 -0.268 -0.217 -0.276
C 1.243 2.824 1.683 0.061 0.139 -0.055
H 2.524 1.331 -3.111 -0.020 0.013 -0.015
H 2.740 2.270 -1.612 -0.021 0.021 -0.011
H 2.563 0.499 -1.538 0.002 0.002 -0.006
H 0.781 3.570 -2.162 -0.017 0.005 0.026
H 0.605 2.648 -3.655 0.069 -0.036 0.006
H -1.599 3.576 -2.874 -0.037 0.000 0.011
H -1.555 1.817 -3.100 -0.020 0.006 -0.020
H -2.138 4.367 -0.814 -0.004 -0.010 -0.033
H -2.523 3.181 0.449 -0.054 0.031 -0.035
H 0.286 4.158 -0.253 0.028 -0.054 -0.009
H -0.661 4.544 1.186 0.046 -0.075 0.096
H 1.100 3.579 2.454 -0.035 0.008 -0.007
H 1.590 1.913 2.137 0.034 -0.076 0.107
H 1.969 3.174 0.948 -0.026 -0.015 -0.029
S -4.078 -1.169 1.633 -0.079 0.024 -0.096
C -4.451 -0.531 0.093 0.092 -0.010 0.011
C -3.406 0.128 -0.498 -0.069 0.052 -0.067
C -2.290 0.098 0.360 -0.621 0.415 -0.504
C -2.484 -0.569 1.521 -0.074 -0.109 0.415
C -1.357 -0.739 2.381 0.186 0.045 -0.022
C -1.323 -1.390 3.605 0.036 0.074 0.024
C -0.126 -1.483 4.284 0.029 -0.043 0.022
C 1.027 -0.945 3.719 -0.019 0.076 0.059
C 0.951 -0.324 2.496 -0.017 -0.071 0.024
N -0.223 -0.197 1.849 -0.225 -0.568 -0.179
H -5.439 -0.678 -0.317 -0.014 0.051 0.031
H -3.462 0.606 -1.463 0.009 -0.040 0.008
H -2.232 -1.817 4.006 -0.011 0.019 -0.028
H -0.081 -1.986 5.240 0.001 -0.002 -0.003
H 1.984 -1.014 4.215 0.006 -0.002 -0.020
H 1.831 0.041 2.000 0.041 -0.043 -0.025
Br 4.249 -5.579 -0.073 0.038 -0.024 0.008
C 2.690 -4.794 -0.772 0.026 -0.018 0.006
C 1.867 -5.525 -1.620 -0.035 0.022 0.001
C 0.708 -4.951 -2.126 0.012 -0.016 -0.025
C 0.368 -3.653 -1.788 -0.044 0.008 0.040
C 1.210 -2.928 -0.946 -0.136 -0.067 -0.065
C 2.378 -3.493 -0.433 0.004 0.051 -0.054
C 0.888 -1.558 -0.565 -0.180 0.456 -0.054
O -0.360 -1.112 -0.844 0.606 -0.812 -0.022
O 1.649 -0.771 0.007 0.210 -0.464 -0.639
H 2.134 -6.540 -1.881 -0.008 0.003 0.001
H 0.072 -5.523 -2.787 0.010 -0.004 0.007
H -0.536 -3.201 -2.172 0.007 -0.018 -0.011
H 3.024 -2.921 0.217 -0.001 0.011 -0.006

=====

[3]
56
Properties=species:S:1:pos:R:3:forces:R:3 method="wB97M-V/def2-TZVPD" relative_energy_kj_mol=1.5 e_lumo_ev=0.51 smiles="COCCN1C(=O)N(c2ccc(Cl)cc2)C(=O)[C@@H]1CC(=O)Nc1cc(OC)cc(OC)c1" multiplicity=1 energy_ha=-1928.69529
C 3.291 6.172 -0.987 0.045 0.011 0.019
H 4.152 5.504 -1.099 -0.009 0.033 -0.001
O 2.090 5.512 -1.298 -0.273 -0.129 -0.133
C 1.848 4.399 -0.470 0.007 -0.036 0.113
C 0.597 3.696 -1.000 0.541 0.146 -0.138
N 0.078 2.737 -0.049 -0.122 0.198 0.012
C 0.804 1.700 0.426 0.010 0.111 0.245
O 1.977 1.489 0.283 0.310 -0.110 -0.142
N -0.078 0.909 1.213 0.129 -0.084 0.056
C -1.342 1.416 1.205 -0.092 0.403 -0.023
O -2.313 0.981 1.776 -0.203 -0.003 0.023
C -1.323 2.595 0.236 -0.344 0.035 -0.038
C -2.154 2.206 -1.009 0.266 -0.124 0.007
H -3.194 2.069 -0.713 -0.025 0.045 0.018
C -1.544 0.923 -1.576 -0.520 0.497 -0.041
O -0.663 0.955 -2.407 0.274 -0.001 -0.157
N -2.034 -0.199 -0.989 -0.379 -0.321 0.151
C -1.443 -1.475 -0.948 0.242 -0.356 -0.061
C -0.464 -1.860 -1.850 0.214 0.156 -0.342
C 0.124 -3.114 -1.711 -0.299 -0.136 0.415
C -0.279 -3.962 -0.686 0.050 -0.059 -0.068
C -1.268 -3.570 0.210 0.118 0.062 -0.279
C -1.859 -2.320 0.076 -0.193 -0.062 0.151
H -2.615 -1.977 0.765 -0.067 0.030 0.138
O -1.573 -4.466 1.182 0.242 -0.006 -0.275
C -2.550 -4.122 2.135 -0.173 0.064 0.163
H -3.532 -3.982 1.671 0.036 0.011 0.007
H -2.273 -3.216 2.684 -0.020 -0.034 -0.037
H -2.596 -4.963 2.825 -0.032 0.080 -0.015
H 0.180 -4.930 -0.580 0.084 -0.168 0.027
O 1.105 -3.588 -2.520 -0.120 -0.139 0.232
C 1.573 -2.764 -3.563 0.077 0.133 -0.182
H 2.358 -3.334 -4.058 -0.051 0.076 0.005
H 0.781 -2.538 -4.283 0.026 0.006 0.037
H 1.991 -1.828 -3.180 -0.027 -0.020 -0.011
H -0.168 -1.176 -2.625 0.029 0.010 -0.048
H -2.769 -0.078 -0.305 0.148 0.142 -0.102
H -2.084 2.994 -1.759 -0.031 -0.079 0.010
H -1.736 3.503 0.692 0.019 -0.178 0.039
C 0.286 -0.326 1.801 0.148 -0.380 0.197
C -0.276 -0.710 3.012 0.046 0.159 -0.107
C 0.026 -1.948 3.548 0.120 -0.123 -0.055
C 0.895 -2.794 2.875 -0.102 0.323 -0.111
C 1.473 -2.407 1.677 -0.044 -0.002 0.140
C 1.166 -1.173 1.137 -0.025 0.110 0.070
H 1.608 -0.867 0.204 0.013 0.003 -0.085
H 2.147 -3.071 1.161 0.057 -0.084 -0.041
Cl 1.253 -4.344 3.535 0.065 -0.290 0.121
H -0.407 -2.255 4.488 -0.027 -0.044 0.074
H -0.957 -0.051 3.527 -0.033 0.034 0.030
H 0.826 3.202 -1.950 -0.108 0.072 0.031
H -0.170 4.453 -1.172 0.000 -0.054 -0.003
H 2.702 3.710 -0.478 -0.109 0.103 0.023
H 1.679 4.724 0.570 0.010 -0.057 -0.082
H 3.278 6.560 0.039 0.015 0.006 -0.032
H 3.378 7.000 -1.687 0.087 0.019 0.054

=====

[4]
52
Properties=species:S:1:pos:R:3:forces:R:3 method="wB97M-V/def2-TZVPD" relative_energy_kj_mol=87.8 e_lumo_ev=-5.96 total_charge=+1 multiplicity=1 energy_ha=-1332.63465
C -5.783 -1.238 -0.875 -0.226 0.108 -0.147
C -4.346 -1.590 -0.604 -0.522 -0.203 0.080
O -3.480 -0.998 -1.592 0.738 -0.455 0.662
C -2.186 -1.351 -1.351 0.421 -0.445 0.283
C -1.230 -0.731 -2.268 -0.216 0.038 0.140
C 0.066 -1.126 -2.285 0.099 -0.032 -0.724
N 1.055 -0.528 -3.035 -0.443 -0.514 0.370
C 1.012 0.925 -3.152 0.490 0.140 0.082
C 1.940 1.408 -4.258 0.114 -0.043 -0.068
O 3.235 0.820 -4.143 -0.527 -0.364 -0.153
C 3.176 -0.605 -4.241 0.089 0.299 0.058
C 2.368 -1.180 -3.088 -0.046 0.437 0.345
O -1.873 -2.107 -0.433 -0.193 0.667 -0.576
H -6.387 -1.678 -0.080 -0.026 0.013 -0.021
H -5.958 -0.160 -0.865 0.054 -0.083 -0.090
H -6.135 -1.659 -1.820 0.084 0.140 0.042
H -4.063 -1.227 0.393 0.140 -0.115 -0.230
H -4.227 -2.680 -0.628 0.134 0.269 0.087
H -1.623 0.007 -2.961 0.141 -0.017 0.250
H 0.371 -2.036 -1.758 -0.180 0.310 0.024
H -0.016 1.226 -3.355 0.241 0.128 0.006
H 1.349 1.395 -2.207 -0.217 -0.199 -0.102
H 1.476 1.174 -5.234 0.347 0.115 0.149
H 2.114 2.487 -4.153 -0.250 -0.296 -0.209
H 2.715 -0.926 -5.194 0.277 0.229 0.192
H 4.224 -0.927 -4.176 -0.400 -0.127 -0.167
H 2.923 -1.005 -2.148 -0.094 -0.088 -0.149
H 2.220 -2.255 -3.229 0.040 0.155 0.050
F -4.442 1.576 3.917 1.824 -0.559 -0.416
C -3.178 1.157 3.600 -1.523 0.045 0.191
C -3.016 -0.138 3.106 0.285 0.067 -0.019
C -1.736 -0.537 2.766 0.227 -0.041 -0.105
C -0.595 0.314 2.919 -0.483 -0.047 -0.022
C 0.660 -0.228 2.527 -0.085 0.489 0.434
C 1.979 0.308 2.557 0.642 -0.019 -0.080
C 3.028 -0.544 2.080 -0.315 0.095 0.026
C 4.349 -0.137 2.013 -0.299 -0.002 0.064
C 4.647 1.156 2.440 1.454 0.214 -0.227
F 5.947 1.580 2.366 -1.856 -0.578 0.128
C 3.689 2.036 2.936 -0.709 -0.111 0.113
C 2.367 1.606 3.005 0.415 0.032 -0.146
C -0.839 1.620 3.439 -0.462 0.127 0.071
C -2.120 2.044 3.775 0.828 -0.030 -0.108
H -3.865 -0.808 2.984 0.151 0.251 0.059
H -1.578 -1.529 2.345 -0.133 0.150 0.044
H 0.602 -1.254 2.160 -0.017 0.193 -0.026
H 2.753 -1.549 1.760 0.159 0.206 0.011
H 5.126 -0.800 1.639 -0.115 0.228 0.116
H 3.970 3.036 3.261 0.001 -0.298 -0.080
H 1.635 2.292 3.409 0.378 -0.106 -0.122
H -0.024 2.318 3.574 -0.410 -0.092 0.011
H -2.295 3.045 4.163 -0.027 -0.285 -0.100